(1)
Molecular formula: C31H34N5OsS2
Method: DFT, the ωB97M-V functional and the def2-TZVPD basis

Values from the calculation:
- Total charge: +1
- Relative energy (zero: lowest compared OMol25 entry of this formula, charge and spin): 0.6 kcal per mole
- Spin multiplicity: 1

Atoms and positions in Å:
Os -0.617 -0.823 -0.002
S -0.526 1.120 -2.924
S -1.426 1.007 0.777
N -0.447 -1.417 2.059
N 1.459 -0.813 -0.057
N -0.700 -0.234 -2.074
N 1.729 0.669 1.688
N 3.619 -0.240 0.674
C -3.648 -3.002 3.044
C -3.009 4.288 -2.678
C -3.018 -4.387 0.575
C -3.217 -4.818 -0.726
C -2.900 -3.976 -1.776
C 3.404 -1.286 -1.501
C -1.864 3.520 -2.826
C -1.604 -1.804 2.826
C -2.304 -2.754 -1.507
C 4.265 -1.148 -0.267
C 2.274 -0.151 0.753
C -2.468 -3.137 0.854
C -1.939 2.156 -2.593
C -3.798 -2.530 4.334
C -3.131 1.542 -2.249
C 0.836 2.094 -2.282
C 3.864 1.793 2.021
C -2.544 -2.657 2.256
C 3.137 2.707 -2.570
C 2.022 -1.724 -1.060
C 4.492 0.480 1.597
C 0.763 2.836 -1.110
C 2.011 2.032 -3.019
C 1.891 3.512 -0.675
C 3.075 3.444 -1.398
C 2.508 1.476 2.618
C -4.206 3.690 -2.314
C -4.267 2.320 -2.104
C -1.749 -1.322 4.118
C -1.997 -2.324 -0.209
C -2.847 -1.682 4.878
H -5.096 4.294 -2.198
H 2.642 0.928 3.557
H -3.106 -4.267 -2.797
H 5.236 -0.719 -0.516
H 2.066 -2.739 -0.650
H 3.832 -2.011 -2.191
H 3.752 2.441 1.150
H 1.343 -1.753 -1.911
H -0.543 -0.985 -2.734
H -5.199 1.853 -1.819
H 4.445 -2.122 0.202
H -4.671 -2.809 4.908
H -3.303 -5.035 1.393
H -3.159 0.475 -2.068
H 1.932 2.371 2.845
H 2.042 1.463 -3.940
H 4.052 2.672 -3.145
H -1.000 -0.653 4.523
H -2.963 5.354 -2.848
H 0.007 -0.647 2.548
H 0.781 0.978 1.469
H 3.947 3.988 -1.058
H -0.930 3.985 -3.114
H -2.962 -1.297 5.882
H 1.838 4.113 0.224
H 4.500 2.298 2.747
H 5.435 0.651 1.079
H -4.425 -3.620 2.617
H -2.076 -2.109 -2.344
H -0.171 2.887 -0.566
H 3.340 -0.321 -2.009
H 4.708 -0.143 2.473
H -3.644 -5.795 -0.912
H 0.225 -2.183 2.049

In elementary charge units, the Mulliken charges are: Os 0.978; S -0.162; S -0.555; N -0.183; N -0.580; N -0.330; N 0.376; N 0.204; C -1.098; C -0.656; C -0.859; C -0.708; C -1.027; C -0.475; C -0.509; C 0.354; C -0.124; C -0.706; C 0.502; C 0.825; C 0.882; C -0.792; C -0.480; C 0.318; C -0.201; C 1.083; C -0.636; C -0.525; C -0.669; C 0.100; C -0.724; C -0.923; C -0.411; C -0.841; C -0.538; C -0.626; C -0.735; C 0.309; C -0.686; H 0.398; H 0.283; H 0.427; H 0.470; H 0.208; H 0.435; H -0.133; H 0.343; H 0.273; H 0.430; H 0.213; H 0.401; H 0.572; H 0.296; H 0.432; H 0.456; H 0.460; H 0.406; H 0.410; H 0.203; H -0.301; H 0.480; H 0.479; H 0.406; H 0.465; H 0.424; H 0.438; H 0.545; H 0.316; H 0.649; H -0.011; H 0.211; H 0.406; H 0.338

=====

(2)
Molecular formula: C26H33ClN4O4
Method: DFT, the ωB97M-V functional and the def2-TZVPD basis

Values from the calculation:
- Structure (SMILES): COc1ccc(N2CCN(CCCNC(=O)CCC(=O)N3CCOc4ccc(Cl)cc43)CC2)cc1
- Spin multiplicity: 1

Atoms and positions in Å:
Cl 7.795 -2.346 -0.140
O 2.082 -2.755 1.063
O 2.204 1.869 0.941
O 2.146 0.916 -1.954
O -5.011 -4.385 -0.802
N -3.044 0.330 1.453
N -1.499 2.346 0.141
N 2.929 -0.911 -0.912
N 1.987 3.973 0.139
C 4.229 1.187 -0.808
C 3.396 -2.584 0.769
C -2.927 2.257 -0.090
C -1.615 0.460 1.662
C -4.581 -3.179 -0.313
C -0.942 1.037 0.413
C -0.786 3.111 -0.871
C 5.657 -3.312 1.199
C -4.559 -0.779 -0.125
C -3.057 -2.075 1.192
C 3.864 -1.669 -0.191
C 6.108 -2.434 0.226
C 1.191 -1.847 0.444
C 1.630 -1.554 -0.987
C 3.022 0.401 -1.287
C -0.382 4.468 -0.284
C 2.586 2.769 0.218
C -3.591 1.632 1.143
C 3.820 2.653 -0.671
C 4.303 -3.389 1.452
C 5.226 -1.633 -0.474
C -5.079 -1.938 -0.679
C -3.561 -3.227 0.636
C -6.055 -4.383 -1.741
C 0.725 4.307 0.759
C -3.533 -0.809 0.820
H 2.334 4.635 -0.539
H 0.129 1.147 0.588
H -1.253 4.919 0.193
H -1.172 -0.500 1.913
H -1.459 1.146 2.500
H 0.470 3.496 1.442
H -6.241 -5.429 -1.980
H 3.915 -4.074 2.188
H 0.847 5.235 1.329
H 6.353 -3.934 1.738
H 0.939 -0.870 -1.479
H -5.775 -3.849 -2.656
H -5.873 -1.847 -1.404
H -3.156 1.647 -0.984
H 5.040 1.109 -1.533
H -4.672 1.568 1.017
H 1.709 -2.483 -1.560
H -2.292 -2.164 1.948
H -3.182 -4.192 0.934
H 4.564 0.798 0.153
H 4.634 3.233 -0.233
H -6.968 -3.940 -1.329
H 0.110 2.571 -1.189
H 5.596 -0.997 -1.260
H -1.409 3.265 -1.761
H 0.207 -2.319 0.474
H -0.043 5.134 -1.081
H -3.322 3.264 -0.247
H -1.098 0.337 -0.431
H 3.584 3.060 -1.655
H -4.977 0.158 -0.457
H -3.387 2.277 2.005
H 1.172 -0.908 1.010

In elementary charge units, the Mulliken charges are: Cl -0.234; O -0.494; O -0.692; O -0.681; O -0.464; N 0.101; N 0.652; N 0.286; N -0.100; C -0.713; C -0.090; C -0.587; C -1.572; C 0.793; C 0.668; C -0.722; C -0.600; C -0.643; C 0.030; C 0.696; C 0.202; C 0.110; C -0.971; C 0.607; C -0.782; C 0.437; C -1.452; C -1.084; C -0.643; C -0.605; C -0.836; C -0.914; C -0.838; C -0.700; C 0.651; H 0.275; H -0.183; H 0.367; H 0.281; H 0.307; H 0.269; H 0.235; H 0.448; H 0.305; H 0.428; H 0.474; H 0.328; H 0.384; H 0.410; H 0.325; H 0.539; H 0.267; H 0.555; H 0.422; H 0.522; H 0.447; H 0.335; H 0.200; H 0.509; H 0.432; H 0.185; H 0.439; H 0.478; H -0.046; H 0.480; H 0.233; H 0.424; H 0.108

=====

(3)
Molecular formula: C21H47GeMgN4OPSe
Method: DFT, the ωB97M-V functional and the def2-TZVPD basis

Values from the calculation:
- Total charge: +2
- Relative energy (zero: lowest compared OMol25 entry of this formula, charge and spin): 0.0 kcal per mole
- Spin multiplicity: 1

Atoms and positions in Å:
Se -1.967 -0.573 1.327
Ge -4.327 -3.013 1.197
P 0.639 -1.153 -1.803
Mg -0.274 0.828 -0.405
O 1.388 1.648 0.255
N -2.086 4.426 0.522
N 3.367 1.881 1.294
N -1.538 2.498 -0.386
N 2.744 3.257 -0.554
C 4.093 3.830 -0.702
C -3.202 3.934 -0.070
C -2.932 -1.921 0.334
C 3.414 -0.442 -1.831
C -3.467 -3.905 2.709
C 1.808 3.398 -1.674
C 2.888 0.954 2.287
C 2.245 -0.993 -2.623
C 0.952 -2.134 -0.324
C 4.663 2.541 1.352
C -0.762 -1.686 2.494
C 2.516 2.280 0.352
C -5.783 -1.910 1.867
C -4.855 -4.303 -0.225
C 1.887 -3.362 -0.360
C 5.102 2.939 -0.027
C -1.115 3.551 0.314
C -0.366 -2.184 -2.902
C -1.960 5.777 1.071
C -2.910 2.701 -0.607
C -0.373 -3.690 -2.775
H -5.193 -3.867 -1.177
H -0.107 3.746 0.635
H -3.985 -4.859 2.817
H 5.300 2.058 -0.646
H -1.091 -4.119 -3.434
H 2.078 1.282 2.885
H -6.496 -2.552 2.384
H 2.292 4.084 -2.348
H 4.636 3.378 2.054
H 6.024 3.527 0.121
H 1.196 -1.377 0.469
H 1.886 2.420 -2.179
H 2.908 -3.125 -0.776
H -4.047 -4.972 -0.558
H -1.390 -1.836 -2.864
H -0.076 -1.897 -3.902
H -2.202 -2.644 0.018
H -0.029 -2.528 0.032
H -6.278 -1.439 1.041
H 4.276 3.817 -1.769
H -0.654 -2.682 1.998
H -5.531 -5.019 0.173
H 3.767 0.711 2.906
H -1.878 6.429 0.193
H -4.090 4.502 0.058
H -2.402 -4.029 2.550
H -1.066 5.873 1.685
H 0.193 -1.194 2.536
H 5.448 1.844 1.695
H 0.809 3.677 -1.404
H 4.282 -0.408 -2.511
H 2.516 -2.013 -2.945
H 0.579 -4.188 -3.060
H 2.075 -3.695 0.665
H 4.089 4.873 -0.368
H 3.565 -1.080 -0.942
H -3.255 -1.432 -0.590
H 2.033 -0.386 -3.480
H -2.855 5.930 1.660
H 1.469 -4.214 -0.859
H -0.595 -4.025 -1.776
H 2.584 0.044 1.845
H -3.507 2.001 -1.127
H -1.183 -1.822 3.463
H -5.409 -1.148 2.583
H 3.243 0.593 -1.538
H -3.721 -3.412 3.683

In elementary charge units, the Mulliken charges are: Se 0.054; Ge 0.520; P 0.546; Mg 1.088; O -0.216; N 0.089; N 0.129; N 0.016; N 0.185; C -0.587; C -0.447; C -0.622; C -0.422; C -1.210; C -0.930; C -0.906; C -0.978; C 1.338; C -0.607; C -0.760; C -0.052; C -1.158; C -1.215; C -1.412; C -0.652; C -0.114; C -0.671; C -0.883; C -0.648; C -1.373; H 0.364; H 0.241; H 0.453; H 0.238; H 0.462; H 0.334; H 0.382; H 0.444; H 0.282; H 0.376; H -0.551; H 0.223; H 0.284; H 0.370; H 0.418; H 0.556; H -0.177; H -0.690; H 0.382; H 0.397; H 0.170; H 0.415; H 0.398; H 0.351; H 0.446; H 0.349; H 0.320; H 0.213; H 0.415; H 0.219; H 0.498; H 0.456; H 0.321; H 0.453; H 0.363; H 0.181; H 0.613; H 0.539; H 0.328; H 0.323; H 0.259; H 0.210; H 0.498; H 0.466; H 0.347; H -0.370; H 0.325

=====

(4)
Molecular formula: C17H25N2O8S2
Method: DFT, the ωB97M-V functional and the def2-TZVPD basis

Values from the calculation:
- Total charge: +1
- Spin multiplicity: 1

Atoms and positions in Å:
S -0.265 4.459 -0.246
S -3.175 -0.012 -3.661
O -3.703 1.529 -3.621
O -2.041 -0.138 -2.770
O 0.138 -1.997 3.268
O 2.105 -1.359 2.029
O -1.262 3.420 -0.104
O 0.256 4.852 -1.539
O 0.988 4.131 0.744
O -4.314 -0.902 -3.586
N 5.497 -3.232 3.378
N -0.987 -5.100 -1.247
C -4.547 1.934 -2.552
C 4.356 -2.717 2.545
C 1.615 2.860 0.652
C 2.554 2.790 -0.537
C 5.447 -2.817 4.821
C -0.836 5.913 0.594
C 3.040 -1.367 4.647
C -0.466 -2.569 -0.337
C -0.300 -5.754 -0.049
C 0.354 -4.822 1.163
C 0.876 -2.157 2.146
C -2.577 0.003 -5.332
C -3.752 2.186 -1.285
C 4.294 -1.928 5.576
C -1.121 -3.606 -1.459
C 0.276 -3.189 1.016
C 3.094 -1.789 3.028
H -0.234 -6.924 0.007
H 3.131 1.861 -0.520
H 2.166 -0.684 5.081
H -1.403 -5.730 -1.966
H -3.420 0.155 -6.008
H 4.351 -1.683 6.718
H -1.178 5.633 1.593
H -0.019 6.634 0.650
H -3.335 1.254 -0.891
H -1.842 0.803 -5.437
H 0.869 2.059 0.616
H 6.352 -3.179 5.513
H -5.031 2.865 -2.862
H -2.106 -0.963 -5.530
H 2.192 2.722 1.572
H 3.245 3.639 -0.537
H 0.860 -5.323 2.112
H 4.374 -3.008 1.388
H -1.651 -3.180 -2.413
H 1.998 2.826 -1.479
H -5.340 1.199 -2.382
H -1.664 6.333 0.019
H -0.559 -1.419 -0.536
H -2.912 2.859 -1.480
H -4.388 2.625 -0.511

In elementary charge units, the Mulliken charges are: S 1.266; S 1.175; O -0.254; O -0.506; O -0.413; O -0.197; O -0.587; O -0.645; O -0.299; O -0.668; N -0.418; N -0.089; C -0.413; C -0.128; C -0.222; C -1.024; C -0.128; C -0.990; C -0.109; C -0.370; C -0.199; C -0.381; C 0.163; C -0.966; C -0.861; C -0.372; C -0.254; C 0.655; C 0.158; H 0.354; H 0.379; H 0.318; H 0.298; H 0.348; H 0.302; H 0.311; H 0.351; H 0.189; H 0.315; H 0.256; H 0.295; H 0.294; H 0.357; H 0.238; H 0.281; H 0.362; H 0.291; H 0.357; H 0.290; H 0.327; H 0.377; H 0.485; H 0.244; H 0.454

=====

Number 1: HOMO-LUMO gap 6.521 eV, maximum force 0.418 eV Å⁻¹, LUMO energy -0.1044 Eh. Number 2: HOMO-LUMO gap 7.822 eV, maximum force 0.727 eV Å⁻¹, LUMO energy 0.0246 Eh. Number 3: HOMO-LUMO gap 9.535 eV, maximum force 2.483 eV Å⁻¹, LUMO energy -0.1653 Eh. Number 4: HOMO-LUMO gap 5.903 eV, maximum force 9.218 eV Å⁻¹, LUMO energy -0.2004 Eh.